1.
Here is one molecule with the formula C2H9N2O2P at a distorted geometry from the OMol25 dataset. Energies are from ωB97M-V/def2-TZVPD.

Summary:
Relative energy (zero: lowest compared OMol25 entry of this formula, charge and spin), kcal/mol: 25.88
Orbital gap, eV: 10.82
SMILES string: NP(N)(=O)CCO
HOMO level, eV: -10.304
Total energy, hartree: -682.96079
Charge: 0
Lowest unoccupied orbital energy, eV: 0.5
Molar mass, g/mol: 124.08

XYZ file:
```
16
Properties=species:S:1:pos:R:3:forces:R:3:lowdin_charge:R:1
N -1.971 -0.762 1.201 -0.4 0.6 0.6 -0.0812
P -1.108 0.376 0.392 -1.0 0.5 -0.5 0.3946
N -1.356 -0.092 -1.210 -0.6 -3.1 0.9 -0.0807
O -1.645 1.744 0.560 0.9 -0.3 0.3 -0.3286
C 0.671 0.047 0.834 1.0 2.2 -3.3 -0.1748
C 1.398 0.147 -0.659 2.7 -1.3 0.7 -0.1688
O 2.973 0.180 -0.952 -3.1 0.0 1.9 -0.1308
H -1.585 -1.681 1.067 -0.5 -0.4 0.9 0.0480
H -2.490 -0.426 2.036 0.7 -1.0 -1.0 0.0899
H -0.904 0.527 -1.804 0.8 1.1 -1.7 0.0064
H -1.350 -1.104 -1.572 0.1 2.3 1.0 0.1080
H 1.078 0.765 1.561 -0.3 0.0 -0.4 0.0859
H 0.734 -0.897 1.259 0.3 -1.9 0.6 0.0317
H 1.208 -0.719 -1.295 -0.6 0.3 0.4 0.0896
H 1.126 1.057 -1.118 -0.8 0.9 -0.5 0.0703
H 3.222 0.838 -0.301 0.7 0.2 0.0 0.0403
```
Forces are in eV/Å.

---

2.
Here is one molecule with the formula C2H9N2OP at a distorted geometry from the OMol25 dataset. Energies are from ωB97M-V/def2-TZVPD.

Summary:
Relative energy (zero: lowest compared OMol25 entry of this formula, charge and spin), kcal/mol: 38.64
Orbital gap, eV: 10.49
SMILES string: CP(C)(=O)NN
HOMO level, eV: -9.683
Total energy, hartree: -607.67492
Charge: 0
Lowest unoccupied orbital energy, eV: 0.8
Molar mass, g/mol: 108.08

XYZ file:
```
15
Properties=species:S:1:pos:R:3:forces:R:3:lowdin_charge:R:1
C 1.756 -0.275 -0.623 0.8 0.3 1.2 -0.1883
P 0.362 0.310 0.396 -0.3 -0.7 1.4 0.4861
C -0.447 -1.226 0.857 -0.1 0.7 2.7 -0.1882
O 0.564 1.021 1.706 0.2 0.2 -1.9 -0.3689
N -0.671 1.034 -0.738 -1.7 3.0 2.4 -0.1622
N -1.724 2.076 0.024 0.9 -2.7 -3.9 0.0272
H 2.244 0.474 -1.252 -0.4 0.1 0.1 0.0380
H 2.568 -0.546 0.159 -1.4 -0.4 -1.5 0.0873
H 1.295 -1.065 -1.267 0.9 0.3 0.7 0.0567
H -1.481 -1.061 1.087 -0.7 0.9 0.5 0.0458
H -0.597 -1.995 0.228 0.3 -2.6 -3.2 -0.0060
H -0.061 -1.735 1.759 0.3 0.7 -0.2 0.0720
H -1.313 0.427 -1.217 -0.1 -0.4 0.0 0.0555
H -1.475 2.913 -0.465 0.2 0.5 0.4 0.0355
H -1.615 2.101 1.000 1.0 0.0 1.4 0.0096
```
Forces are in eV/Å.